A 2-piece molecular cluster, C2FI2O2 overall at a distorted geometry. Source: OMol25; level of theory: the ωB97M-V functional and the def2-TZVPD basis.

## Properties
Calculated total energy: -25088.719 eV
E_LUMO: 0.113 Eh
Relative energy (zero: lowest compared OMol25 entry of this formula, charge and spin): 12.3 kcal/mol
HOMO-LUMO gap: 6.77 eV

```
! wB97M-V def2-TZVPD RIJCOSX def2/J DEFGRID3
* xyz -1 1
C 0.85907 -0.55961 -0.28447
C -1.06328 0.96474 -0.09231
O 1.10432 -0.62573 0.84281
O 0.87736 -0.73500 -1.43958
F -2.29584 0.29201 0.02123
I -0.97053 2.28332 1.66797
I -1.09789 2.37417 -1.77880
*
```

Here are the natural (NBO) charges for atoms 1 to 2, given in e: number 1, C, carries 1.039; number 2, C, carries -0.228

---

One molecule with the formula C2FNO2S at a distorted geometry. Source: OMol25; level of theory: the ωB97M-V functional and the def2-TZVPD basis.

## Properties
Calculated total energy: -21209.352 eV
E_LUMO: 0.003 Eh
Relative energy (zero: lowest compared OMol25 entry of this formula, charge and spin): 1.5 kcal/mol
HOMO-LUMO gap: 10.12 eV
SMILES string: Fc1noc(=S)o1

```
! wB97M-V def2-TZVPD RIJCOSX def2/J DEFGRID3
* xyz 0 1
F -2.25715 -0.69481 -0.02549
C -1.05544 -0.17438 0.04147
N -0.91056 1.07405 -0.00857
O 0.50346 1.16825 -0.01131
C 1.07765 -0.04309 0.01646
S 2.64861 -0.33449 -0.01043
O -0.00656 -0.99552 -0.00213
*
```

Here are the natural (NBO) charges for atoms 1 to 2, given in e: number 1, F, carries -0.257; number 2, C, carries 0.802

---

C2H10BClF2LuN2O6P as an isolated structure at a distorted geometry. Source: OMol25; level of theory: the ωB97M-V functional and the def2-TZVPD basis.

## Properties
Calculated total energy: -79025.969 eV
E_LUMO: -0.266 Eh
HOMO-LUMO gap: 10.76 eV

```
! wB97M-V def2-TZVPD RIJCOSX def2/J DEFGRID3
* xyz 2 1
Lu -1.67063 -0.70615 0.96572
O -3.72751 -1.17181 -2.41325
Cl -2.65222 -0.48403 -1.87077
O -1.55835 -1.39443 -1.56536
O -3.04300 -0.06482 -0.49982
O -2.26187 0.64886 -2.62488
N 0.66345 -0.10254 -2.73356
C 1.36550 0.59774 -1.59488
P 0.71819 0.20438 0.09355
O 0.31003 -1.22448 0.16327
O -0.25142 1.18249 0.77312
C 2.23290 0.35414 1.14993
N 1.66727 0.69220 2.54489
H -0.08988 0.39947 -3.15297
H 0.31881 -1.02763 -2.40849
H 1.31296 -0.31627 -3.45303
H 1.42556 1.63653 -1.80469
H 2.37605 0.30700 -1.71297
H 2.73066 1.29479 0.92474
H 2.87855 -0.49863 1.22621
H 1.49305 1.69014 2.75642
H 2.32688 0.47585 3.25548
H 0.71220 0.23074 2.75909
F -3.42621 -0.77845 3.82854
B -3.44909 -1.22924 2.70652
F -0.40188 -0.71587 2.68720
*
```

Here are the natural (NBO) charges for atoms 1 to 2, given in e: number 1, Lu, carries 2.122; number 2, O, carries -0.705

---

C2H10Ba3O11 as an isolated structure at a distorted geometry. Source: OMol25; level of theory: the ωB97M-V functional and the def2-TZVPD basis.

## Properties
Calculated total energy: -26817.565 eV
E_LUMO: -0.271 Eh
HOMO-LUMO gap: 1.24 eV

```
! wB97M-V def2-TZVPD RIJCOSX def2/J DEFGRID3
* xyz 2 1
Ba -4.12266 0.41536 2.01584
Ba 4.02243 2.91147 0.99745
Ba -1.40327 -2.10330 -3.34091
C -6.08708 -0.34898 -2.04150
O -5.11917 -1.03015 -1.68556
O -6.62101 0.42016 -1.21944
O -6.74867 -0.72592 -3.02719
C 0.48808 0.07055 0.67470
O -0.56476 -0.62525 0.43161
O 0.77820 0.44611 1.76802
O 1.15681 0.46156 -0.30407
O -1.80074 2.50604 4.70505
H -1.05637 2.35173 4.12339
H -1.41794 2.91452 5.48147
O 1.56683 -4.09119 -1.69653
H 2.18738 -3.64101 -1.12339
H 1.90869 -4.98245 -1.76740
O 4.90767 0.04575 -1.68294
H 3.96242 -0.06363 -1.57916
H 5.13032 -0.49630 -2.43980
O 2.77060 0.19259 5.41249
H 2.93981 -0.74951 5.41888
H 2.22202 0.33267 4.64070
O 0.00955 1.67266 -4.63215
H 0.55086 2.07015 -5.31421
H 0.34008 2.04635 -3.81525
*
```

Here are the natural (NBO) charges for atoms 1 to 2, given in e: number 1, Ba, carries 1.798; number 2, Ba, carries 1.732

---

C2H10BeN3O as an isolated structure at a distorted geometry. Source: OMol25; level of theory: the ωB97M-V functional and the def2-TZVPD basis.

## Properties
Calculated total energy: -9156.243 eV
E_LUMO: 0.112 Eh
HOMO-LUMO gap: 4.91 eV

```
! wB97M-V def2-TZVPD RIJCOSX def2/J DEFGRID3
* xyz -1 1
C 0.87850 -0.76299 1.46109
Be -0.20221 -0.04151 0.08572
N -0.93335 0.92477 -1.46768
N 1.11428 -1.02795 -1.24243
H -0.47097 1.84337 -1.49678
H -1.07385 -1.11686 0.12147
H 0.36694 -0.71215 2.43979
H 1.78878 -0.13486 1.50437
H 1.15627 -1.81364 1.26836
H 1.64821 -0.38078 -1.81974
H 0.54000 -1.63026 -1.83623
H 1.77271 -1.63663 -0.75168
H -0.89761 0.47601 -2.38009
H -1.90798 1.10250 -1.20639
O -1.99724 2.24256 2.78971
C -1.36074 1.77094 1.89722
N -0.71115 1.23455 1.04131
*
```

Here are the natural (NBO) charges for atoms 1 to 2, given in e: number 1, C, carries -1.341; number 2, Be, carries 1.525

---

An isolated ion of composition C2H10ClN7 and charge +2 at a distorted geometry. Source: OMol25; level of theory: the ωB97M-V functional and the def2-TZVPD basis.

## Properties
Calculated total energy: -25167.338 eV
E_LUMO: -0.291 Eh
Relative energy (zero: lowest compared OMol25 entry of this formula, charge and spin): 31.2 kcal/mol
HOMO-LUMO gap: 10.10 eV
SMILES string: NNC1=[NH+][NH2+]NN[C@@H](Cl)N1

```
! wB97M-V def2-TZVPD RIJCOSX def2/J DEFGRID3
* xyz 2 1
N -0.85930 2.53111 1.25983
N 0.32726 1.81157 1.22924
C 0.34842 0.65075 0.57089
N 1.41895 -0.29599 0.46839
N 1.45638 -1.33754 -0.55019
N 0.57565 -1.15052 -1.85678
N -0.68936 -1.44333 -1.54142
C -1.43619 -0.82362 -0.40564
Cl -1.23799 -2.32587 0.78221
N -0.85251 0.39157 -0.00257
H -0.78769 3.38599 0.70000
H -0.95427 2.73314 2.34598
H 1.15959 2.19379 1.65054
H 2.26560 -0.29631 0.99982
H 1.00955 -2.31916 -0.33683
H 2.45554 -1.43126 -0.77334
H 0.63571 -0.28255 -2.35629
H -0.80851 -2.42189 -1.70231
H -2.56206 -0.80477 -0.62484
H -1.46475 1.23490 0.14332
*
```

Here are the natural (NBO) charges for atoms 1 to 2, given in e: number 1, N, carries -0.654; number 2, N, carries -0.367

---

C2H10F6MnNO9S2 as an isolated structure at a distorted geometry. Source: OMol25; level of theory: the ωB97M-V functional and the def2-TZVPD basis.

## Properties
Calculated total energy: -91430.094 eV
E_LUMO (spin up / spin down): -0.246 / -0.459 Eh
HOMO-LUMO gap (spin up / spin down): 10.77 / 6.29 eV

```
! wB97M-V def2-TZVPD RIJCOSX def2/J DEFGRID3
* xyz 2 7
Mn -0.79443 -0.79384 -0.25635
C 0.13405 3.14123 -1.21639
F -1.04731 3.10269 -1.79792
F 1.06158 2.74837 -2.05295
F 0.27401 4.42813 -0.88545
S 0.20064 2.17418 0.44012
O 1.12035 2.86803 1.33902
O -1.16727 2.18266 0.87922
N 0.68215 0.53464 0.08322
S 2.24405 0.49847 0.21608
O 2.79466 -0.63004 -0.51164
O 2.99455 1.76283 -0.02166
C 2.46883 0.05567 2.11104
F 2.33442 -1.23463 2.37893
F 3.73661 0.43639 2.49253
F 1.56923 0.70732 2.83428
O -1.78529 -2.52029 -0.81946
H -1.33848 -3.12748 -1.40931
H -2.42737 -3.06114 -0.35963
O -2.30691 0.23054 -1.43751
H -2.46987 0.79909 -2.19012
H -3.09255 -0.31238 -1.37231
O -1.78837 -0.72363 1.60690
H -2.05654 -1.47023 2.14253
H -2.28194 0.01583 1.96161
O -0.01630 -1.24744 -2.15654
H 0.78740 -1.34139 -2.66788
H -0.71526 -1.22442 -2.81011
O 0.18905 -2.39056 0.90456
H 0.80239 -3.11228 0.76613
H -0.10596 -2.49645 1.80899
*
```

Here are the natural (NBO) charges for atoms 1 to 2, given in e: number 1, Mn, carries 1.537; number 2, C, carries 0.800

---

A 2-piece molecular cluster, C2H10N2 overall at a distorted geometry. Source: OMol25; level of theory: the ωB97M-V functional and the def2-TZVPD basis.

## Properties
Calculated total energy: -5214.836 eV
E_LUMO: 0.038 Eh
Relative energy (zero: lowest compared OMol25 entry of this formula, charge and spin): 35.0 kcal/mol
HOMO-LUMO gap: 10.08 eV
SMILES string: CN.CN

```
! wB97M-V def2-TZVPD RIJCOSX def2/J DEFGRID3
* xyz 0 1
C 1.38481 1.25577 -0.71792
N 0.12051 1.02655 -1.37215
H 2.07995 1.44147 -1.50879
H 1.42210 1.99967 0.03727
H 1.70265 0.41532 -0.01912
H -0.69908 0.84508 -0.74260
H -0.07097 2.05461 -1.64997
C -0.30319 -1.53747 0.77431
N -1.44106 -0.57078 0.75701
H 0.47753 -0.90579 1.41766
H -0.60888 -2.50420 1.32365
H 0.06551 -1.69333 -0.25141
H -2.25830 -1.14637 0.27493
H -1.87158 -0.68052 1.67714
*
```

Here are the natural (NBO) charges for atoms 1 to 2, given in e: number 1, C, carries -0.415; number 2, N, carries -0.847

---

A 2-piece molecular cluster, C2H10N2 overall at a distorted geometry. Source: OMol25; level of theory: the ωB97M-V functional and the def2-TZVPD basis.

## Properties
Calculated total energy: -5215.150 eV
E_LUMO: 0.039 Eh
Relative energy (zero: lowest compared OMol25 entry of this formula, charge and spin): 27.7 kcal/mol
HOMO-LUMO gap: 10.03 eV
SMILES string: CN.CN

```
! wB97M-V def2-TZVPD RIJCOSX def2/J DEFGRID3
* xyz 0 1
C -1.42535 2.45701 2.52171
N -0.92803 1.05721 2.96838
H -0.88774 3.25905 3.10464
H -2.55419 2.51403 2.69396
H -1.20564 2.56052 1.49292
H -0.73509 1.15681 4.00450
H -1.62068 0.27599 2.88477
C 0.80670 -1.27464 -2.51075
N 1.58179 -2.33740 -3.11578
H 1.20049 -0.99230 -1.46654
H -0.20689 -1.77308 -2.26245
H 0.78359 -0.34697 -3.12808
H 2.18070 -2.01086 -3.90207
H 2.18105 -2.77609 -2.45563
*
```

Here are the natural (NBO) charges for atoms 1 to 2, given in e: number 1, C, carries -0.413; number 2, N, carries -0.858

---

Number 1: molar mass 328.83 g/mol. Number 2: molar mass 121.09 g/mol. Number 3: molar mass 448.31 g/mol. Number 4: molar mass 622.08 g/mol. Number 5: molar mass 101.13 g/mol. Number 6: molar mass 167.60 g/mol. Number 7: molar mass 425.16 g/mol. Number 8: molar mass 62.12 g/mol. Number 9: molar mass 62.12 g/mol.